C4H6O2 | ωB97M-V with the def2-TZVPD basis set

CARTESIAN COORDINATES (ANGSTROEM)
C -1.377 -0.266 -0.603
C -0.656 -0.257 0.542
O -1.144 -1.121 1.458
C 0.582 0.496 0.857
C 1.697 0.375 -0.107
O 0.881 1.527 -0.067
H -1.475 0.568 -1.266
H -1.620 -1.261 -0.981
H -1.996 -1.161 0.932
H 0.818 0.709 1.899
H 1.565 -0.262 -0.982
H 2.719 0.511 0.244

Properties
multiplicity	1
SMILES	C=C(O)[C@H]1CO1
HOMO level	-8.7	eV



C3H12NS | ωB97M-V with the def2-TZVPD basis set

CARTESIAN COORDINATES (ANGSTROEM)
N -1.449 -0.432 -1.634
H -0.800 -0.410 -2.404
H -2.188 -1.110 -1.768
H -0.763 -0.779 -0.643
H -1.836 0.501 -1.563
C 1.723 0.911 -0.741
C 1.043 0.611 0.577
S 0.372 -1.244 0.539
C -0.756 -0.827 1.943
H 2.488 1.678 -0.642
H 0.981 1.280 -1.453
H 2.199 0.007 -1.144
H 0.233 1.304 0.827
H 1.722 0.644 1.431
H -0.182 -0.578 2.840
H -1.337 0.080 1.714
H -1.451 -1.636 2.121

Properties
multiplicity	2
HOMO level (spin up / spin down)	-3.1 / -8.8	eV



C2H6N3O | ωB97M-V with the def2-TZVPD basis set

CARTESIAN COORDINATES (ANGSTROEM)
C 1.714 0.759 0.518
C 1.344 -1.310 -0.502
N 1.883 -0.365 0.227
N -0.322 0.481 -1.054
N -1.559 0.238 0.029
O 0.101 -0.693 -1.310
H 2.172 1.610 0.795
H 1.989 -1.662 -1.363
H 0.951 -2.100 0.069
H -2.315 0.976 -0.237
H -1.161 0.548 1.021
H -1.963 -0.681 0.017

Properties
multiplicity	1
total charge	+1
HOMO level (spin up / spin down)	-13.4 / -13.4	eV



C28H32N4O6 | ωB97M-V with the def2-TZVPD basis set

CARTESIAN COORDINATES (ANGSTROEM)
C -5.950 -1.799 -1.048
O -4.998 -1.316 -0.134
C -3.688 -1.702 -0.276
C -3.226 -2.530 -1.307
C -1.894 -2.879 -1.404
C -1.015 -2.380 -0.457
N 0.333 -2.565 -0.300
C 0.736 -1.843 0.790
C -0.321 -1.194 1.363
C -1.468 -1.531 0.584
C -2.814 -1.202 0.676
C -0.207 -0.269 2.530
C 1.218 -0.302 3.113
N 2.219 -0.550 2.101
C 2.964 0.396 1.498
O 3.088 1.561 1.798
N 3.608 -0.210 0.400
C 4.589 0.496 -0.414
C 5.854 -0.328 -0.600
C 3.936 0.839 -1.770
O 4.383 0.497 -2.838
N 2.812 1.566 -1.605
C 1.854 1.782 -2.664
C 0.659 0.821 -2.569
C -0.464 1.271 -1.669
C -1.769 0.947 -1.992
C -2.825 1.324 -1.176
C -2.600 2.032 -0.009
O -3.561 2.432 0.868
C -4.898 2.093 0.587
C -1.275 2.386 0.323
O -1.115 3.092 1.481
C 0.148 3.648 1.764
C -0.237 2.000 -0.505
C 3.112 -1.453 0.153
O 3.355 -2.179 -0.778
C 2.141 -1.753 1.294
C 2.580 -3.012 2.047
H -5.733 -1.471 -2.070
H -6.903 -1.378 -0.732
H -6.015 -2.892 -1.025
H -3.913 -2.913 -2.046
H -1.552 -3.521 -2.201
H 0.954 -3.061 -0.918
H -3.184 -0.567 1.465
H -0.921 -0.542 3.308
H -0.462 0.741 2.202
H 1.466 0.647 3.591
H 1.300 -1.102 3.855
H 4.803 1.428 0.123
H 5.619 -1.243 -1.137
H 6.564 0.243 -1.192
H 6.298 -0.571 0.362
H 2.547 1.823 -0.666
H 2.394 1.601 -3.596
H 1.512 2.820 -2.641
H 0.254 0.672 -3.571
H 1.030 -0.151 -2.227
H -1.976 0.387 -2.891
H -3.828 1.056 -1.463
H -5.478 2.477 1.425
H -5.245 2.567 -0.337
H -5.035 1.009 0.515
H 0.476 4.321 0.964
H 0.917 2.886 1.930
H 0.014 4.220 2.680
H 0.765 2.281 -0.231
H 3.533 -2.837 2.542
H 2.696 -3.827 1.337
H 1.835 -3.290 2.788

Properties
multiplicity	1
SMILES	COc1ccc2[nH]c3c(c2c1)CCN1C(=O)N([C@@H](C)C(=O)NCCc2ccc(OC)c(OC)c2)C(=O)[C@]31C
HOMO level	-7.7	eV



C29H41BrCrFN5O10Si | ωB97M-V with the def2-TZVPD basis set

CARTESIAN COORDINATES (ANGSTROEM)
Cr 1.313 0.003 2.071
O -2.219 2.959 2.705
C -1.214 2.270 2.617
O -1.143 1.012 2.496
C 0.157 2.940 2.703
C 0.349 4.317 2.707
C 1.627 4.807 2.919
C 2.659 3.912 3.163
C 2.382 2.553 3.111
N 1.162 2.092 2.861
C 3.393 1.454 3.395
O 4.499 1.727 3.835
O 2.929 0.291 3.182
H -0.503 4.956 2.535
H 1.818 5.870 2.912
H 3.664 4.234 3.387
C 0.490 -3.324 4.553
C 0.963 -2.383 3.494
N 0.518 -1.158 3.387
O -0.464 -0.750 4.269
C 1.918 -2.718 2.498
C 2.532 -4.068 2.284
N 2.162 -1.702 1.698
O 2.937 -1.729 0.716
H -0.463 -2.966 4.941
H 1.211 -3.347 5.370
H 0.386 -4.328 4.149
H -0.905 0.002 3.779
H 2.928 -4.483 3.208
H 3.334 -3.951 1.559
H 1.796 -4.762 1.872
C -2.641 -3.667 0.027
C -2.452 -3.010 -1.345
C -1.195 -3.640 -1.962
C -3.642 -3.402 -2.224
Si -2.283 -1.045 -1.146
Br -0.293 -0.948 0.236
C -3.711 -0.223 -0.082
C -3.654 -0.662 1.386
C -5.087 -0.568 -0.663
C -3.571 1.302 -0.059
C -1.733 -0.073 -2.757
C -2.887 0.046 -3.756
C -0.560 -0.775 -3.450
C -1.231 1.335 -2.422
H -2.613 -4.750 -0.079
H -3.598 -3.405 0.463
H -1.845 -3.371 0.702
H -1.198 -4.710 -1.766
H -0.291 -3.219 -1.539
H -1.176 -3.510 -3.039
H -3.675 -4.485 -2.322
H -3.561 -2.977 -3.219
H -4.581 -3.077 -1.794
H -3.703 -1.736 1.516
H -4.492 -0.215 1.919
H -2.742 -0.294 1.843
H -5.328 -1.616 -0.515
H -5.135 -0.353 -1.727
H -5.852 0.025 -0.169
H -2.564 1.593 0.221
H -4.238 1.712 0.697
H -3.826 1.750 -1.016
H -3.253 -0.929 -4.065
H -2.545 0.577 -4.642
H -3.719 0.602 -3.334
H -0.854 -1.724 -3.883
H 0.253 -0.929 -2.750
H -0.190 -0.142 -4.254
H -1.990 1.957 -1.965
H -0.912 1.826 -3.340
H -0.365 1.284 -1.772
F 3.556 2.327 -5.328
C 3.994 2.696 -4.102
C 3.904 1.825 -3.070
N 4.357 2.136 -1.830
C 4.059 1.260 -0.727
C 2.505 1.163 -0.560
O 1.818 1.140 -1.568
O 2.122 1.154 0.630
C 4.909 3.372 -1.551
O 5.308 3.702 -0.460
N 5.009 4.211 -2.640
C 4.582 4.008 -3.952
O 4.743 4.866 -4.794
H 3.476 0.844 -3.201
H 4.502 1.662 0.186
H 4.426 0.247 -0.910
H 5.446 5.104 -2.448

Properties
multiplicity	2
total charge	-1
HOMO level (spin up / spin down)	-5.7 / -5.7	eV



C4H8N3O4P | ωB97M-V with the def2-TZVPD basis set

CARTESIAN COORDINATES (ANGSTROEM)
C -2.085 -0.788 -0.075
C 3.108 -0.506 1.066
C 2.239 -1.398 0.576
C -2.013 1.279 0.719
N -1.373 -0.798 1.028
N -2.622 0.422 -0.339
N -1.302 0.396 1.488
O -0.396 -0.008 -1.807
O 2.166 0.633 -1.746
O 1.150 -1.087 -0.170
O 0.423 1.237 0.190
P 0.959 0.345 -0.959
H -2.357 -1.524 -0.805
H 3.892 -0.828 1.624
H 3.095 0.482 1.010
H 2.276 -2.385 0.775
H -1.039 1.804 0.123
H -2.856 1.855 1.119
H -3.078 0.764 -1.136
H -0.188 0.105 -2.681

Properties
multiplicity	1
HOMO level	-8.4	eV



C49H59F3N5S4Sb3Si3Sn | ωB97M-V with the def2-TZVPD basis set

CARTESIAN COORDINATES (ANGSTROEM)
Sn -0.914 0.030 0.091
C 4.081 2.575 0.547
N 2.788 3.168 0.852
C 2.566 4.507 1.100
C 1.259 4.651 1.364
N 0.676 3.387 1.281
C 1.632 2.482 0.955
S 1.589 0.797 0.742
C -0.683 3.128 1.632
C -1.607 4.165 1.646
C -2.861 3.909 2.171
C -3.148 2.642 2.658
C -2.182 1.666 2.516
N -0.972 1.893 1.998
H 4.815 3.374 0.485
H 4.036 2.046 -0.400
H 4.366 1.869 1.326
H 3.359 5.232 1.075
H 0.710 5.523 1.657
H -1.378 5.135 1.235
H -3.602 4.697 2.198
H -4.111 2.402 3.085
H -2.371 0.646 2.830
S -3.598 0.312 -1.787
Sb -2.767 2.555 -2.405
S -0.587 2.419 -1.667
S -3.909 1.815 -0.357
C 1.922 -2.158 0.421
Sb 0.136 -3.224 0.988
C -1.017 -1.609 1.890
C -2.393 -2.173 2.151
C -3.545 -1.389 2.070
C -4.758 -1.906 2.485
C -4.806 -3.196 2.990
C -3.631 -3.927 2.983
N -2.464 -3.444 2.563
Si -0.276 -1.305 3.668
C 1.063 -0.008 3.792
C -1.638 -0.800 4.863
C 0.485 -2.891 4.329
C -0.488 -3.965 -1.013
C -0.771 -2.892 -2.038
C -1.148 -3.309 -3.325
C -1.358 -2.397 -4.336
C -1.188 -1.049 -4.062
C -0.832 -0.702 -2.781
N -0.633 -1.580 -1.778
Si -2.085 -5.016 -0.761
C -3.496 -3.814 -0.458
C -1.732 -6.238 0.615
C -2.648 -6.041 -2.233
Si 1.078 -4.940 -1.597
C 2.100 -5.643 -0.177
C 2.071 -3.762 -2.672
C 0.750 -6.444 -2.663
H 2.292 -1.614 1.290
H 1.715 -1.455 -0.388
H 2.691 -2.857 0.094
H -3.490 -0.386 1.674
H -5.654 -1.301 2.420
H -5.727 -3.626 3.357
H -3.618 -4.959 3.320
H 0.729 0.966 3.429
H 1.975 -0.281 3.259
H 1.309 0.085 4.854
H -1.677 0.284 4.989
H -1.400 -1.232 5.837
H -2.634 -1.150 4.590
H 1.470 -3.066 3.890
H -0.135 -3.768 4.143
H 0.617 -2.783 5.409
H -1.248 -4.366 -3.519
H -1.639 -2.732 -5.326
H -1.330 -0.288 -4.817
H -0.698 0.345 -2.537
H -4.069 -4.078 0.433
H -4.183 -3.829 -1.306
H -3.147 -2.787 -0.334
H -1.239 -5.784 1.475
H -1.088 -7.039 0.238
H -2.656 -6.704 0.964
H -3.100 -5.430 -3.015
H -3.426 -6.719 -1.868
H -1.871 -6.654 -2.679
H 2.056 -5.107 0.770
H 3.149 -5.684 -0.479
H 1.778 -6.667 0.022
H 2.004 -2.728 -2.326
H 1.690 -3.792 -3.696
H 3.125 -4.048 -2.704
H 0.192 -7.221 -2.140
H 1.731 -6.861 -2.912
H 0.245 -6.223 -3.604
F 2.922 -1.851 -8.702
C 3.014 -1.381 -7.445
C 3.254 -0.036 -7.250
C 3.331 0.444 -5.948
C 3.182 -0.412 -4.859
C 2.930 -1.763 -5.102
C 2.852 -2.261 -6.394
Sb 3.010 0.260 -2.823
C 4.857 -0.455 -1.950
C 4.850 -1.770 -1.484
C 5.907 -2.292 -0.753
C 6.982 -1.470 -0.481
F 8.004 -1.952 0.248
C 7.037 -0.165 -0.929
C 5.966 0.336 -1.658
C 3.675 2.276 -3.131
C 4.848 2.576 -3.828
C 5.305 3.882 -3.937
C 4.572 4.888 -3.336
F 5.012 6.155 -3.425
C 3.401 4.637 -2.650
C 2.957 3.323 -2.556
H 3.378 0.616 -8.103
H 3.496 1.502 -5.798
H 2.799 -2.451 -4.273
H 2.660 -3.307 -6.595
H 4.004 -2.416 -1.698
H 5.904 -3.310 -0.387
H 7.906 0.441 -0.709
H 6.019 1.364 -1.995
H 5.422 1.783 -4.292
H 6.211 4.125 -4.475
H 2.849 5.458 -2.211
H 2.021 3.122 -2.048

Properties
multiplicity	2
total charge	+1
HOMO level (spin up / spin down)	-9.5 / -9.8	eV



C2H3N3O | ωB97M-V with the def2-TZVPD basis set

CARTESIAN COORDINATES (ANGSTROEM)
C -0.527 0.172 0.986
C -0.724 -1.162 0.584
N -0.531 1.107 0.030
N -0.911 1.368 -2.263
N -0.796 0.983 -1.178
O -0.751 -1.510 -0.591
H -0.477 0.379 2.018
H -0.932 -1.896 1.357
H 0.761 2.749 -3.403

Properties
multiplicity	1
HOMO level (spin up / spin down)	-8.5 / -10.1	eV



C5H10NO | ωB97M-V with the def2-TZVPD basis set

CARTESIAN COORDINATES (ANGSTROEM)
C 1.061 -2.890 -0.720
N 1.380 -1.730 -1.080
C 0.309 -0.727 -1.053
C 0.467 0.453 -0.066
C -0.900 0.972 0.334
C -0.798 2.101 1.406
O -1.986 2.673 1.640
H 0.186 -3.016 -0.079
H 1.707 -3.723 -0.985
H 0.281 -0.377 -2.089
H -0.672 -1.213 -0.948
H 1.184 0.150 0.703
H 1.075 1.175 -0.624
H -1.456 1.457 -0.462
H -1.531 0.196 0.781
H -0.046 2.813 0.944
H -0.263 1.687 2.300

Properties
multiplicity	1
total charge	-1
SMILES	C=NCCCC[O-]
HOMO level	-2.1	eV



C24H30AgN6O3S | ωB97M-V with the def2-TZVPD basis set

CARTESIAN COORDINATES (ANGSTROEM)
Ag -0.036 0.190 1.072
N 0.517 -0.198 -3.062
C 1.120 0.465 -1.902
C 2.477 -0.137 -1.576
C 3.007 0.364 -0.234
N 2.247 -0.246 0.869
C 2.962 1.894 -0.161
C 1.677 2.570 -0.653
N 0.576 2.463 0.337
C 1.228 1.981 -1.992
H -0.216 -1.588 -2.028
H 1.174 -0.261 -3.834
H -0.280 0.334 -3.401
H 0.449 0.254 -1.067
H 3.191 0.135 -2.362
H 2.426 -1.227 -1.550
H 4.058 0.063 -0.159
H 2.641 0.072 1.749
H 2.329 -1.272 0.877
H 3.774 2.274 -0.788
H 3.192 2.224 0.857
H 1.910 3.629 -0.811
H -0.209 3.021 0.012
H 0.869 2.897 1.207
H 1.948 2.261 -2.767
H 0.265 2.416 -2.280
C -4.184 0.060 0.254
C -2.899 0.385 -0.208
N -1.982 -0.514 -0.504
C -2.312 -1.820 -0.370
C -3.529 -2.250 0.180
C -4.488 -1.258 0.473
C -3.736 -3.636 0.478
C -2.756 -4.540 0.264
C -1.532 -4.150 -0.368
C -0.472 -5.055 -0.586
C 0.678 -4.628 -1.210
C 0.681 -3.367 -1.787
N -0.282 -2.495 -1.524
C -1.357 -2.823 -0.756
H -4.895 0.846 0.464
H -2.610 1.425 -0.319
H -5.449 -1.550 0.877
H -4.677 -3.934 0.922
H -2.879 -5.577 0.545
H -0.564 -6.068 -0.224
H 1.525 -5.283 -1.356
H 1.455 -3.027 -2.459
N -1.800 1.114 3.884
C -1.119 -0.069 3.584
C 0.256 -0.176 3.839
C 0.944 -1.333 3.509
C 0.298 -2.374 2.852
C -1.062 -2.288 2.627
C -1.772 -1.151 2.990
S 1.288 -3.699 2.182
O 2.314 -3.939 3.161
O 1.796 -3.109 0.919
O 0.351 -4.789 1.935
H -1.400 1.641 4.646
H -2.795 1.001 4.005
H 0.779 0.644 4.318
H 2.001 -1.430 3.725
H -1.567 -3.129 2.173
H -2.842 -1.097 2.822

Properties
multiplicity	1
total charge	+1
HOMO level	-10.8	eV



C3H10N2O2 | ωB97M-V with the def2-TZVPD basis set

CARTESIAN COORDINATES (ANGSTROEM)
C -0.066 -1.060 -1.328
C -0.196 -0.357 0.023
C -0.747 -1.324 1.076
O 1.133 0.049 0.555
N 1.986 0.746 -0.379
O -1.091 0.732 -0.112
N -0.436 2.083 0.407
H 0.189 -0.340 -2.112
H 0.695 -1.846 -1.303
H -1.025 -1.491 -1.631
H -0.160 -2.249 1.094
H -0.683 -0.882 2.075
H -1.798 -1.558 0.885
H 1.381 1.544 -0.617
H 2.702 1.128 0.238
H -1.018 2.665 -0.202
H -0.865 2.159 1.330

Properties
multiplicity	1
SMILES	CC(C)(ON)ON
HOMO level	-8.9	eV



C14H11N3O4OsS | ωB97M-V with the def2-TZVPD basis set

CARTESIAN COORDINATES (ANGSTROEM)
Os 0.817 -1.552 -1.348
O 0.950 -5.084 -3.117
C 0.879 -4.277 -2.281
O 0.957 -2.845 -2.602
C 0.701 -4.429 -0.805
C 0.589 -5.598 -0.073
C 0.403 -5.483 1.304
C 0.330 -4.233 1.914
C 0.458 -3.117 1.103
N 0.639 -3.249 -0.201
C 0.421 -1.678 1.501
O 0.276 -1.209 2.562
O 0.602 -0.848 0.333
H 0.638 -6.558 -0.570
H 0.310 -6.377 1.906
H 0.184 -4.120 2.980
N -1.081 1.721 -2.195
C 0.130 1.571 -1.701
S 1.240 0.370 -2.432
N 0.616 2.275 -0.712
C -0.071 3.317 0.023
C 0.070 3.317 1.403
C -0.555 4.315 2.134
C -1.302 5.291 1.487
C -1.419 5.282 0.103
C -0.796 4.293 -0.646
H -1.389 1.179 -2.986
H -1.730 2.377 -1.775
H 1.523 1.999 -0.354
H 0.645 2.547 1.901
H -0.461 4.325 3.211
H -1.776 6.075 2.061
H -1.977 6.058 -0.402
H -0.819 4.346 -1.727

Properties
multiplicity	1
total charge	+2
HOMO level (spin up / spin down)	-15.1 / -15.1	eV



CH4FP | ωB97M-V with the def2-TZVPD basis set

CARTESIAN COORDINATES (ANGSTROEM)
C -0.107 0.230 0.778
F 0.198 0.723 -2.471
P 0.805 -1.030 -0.213
H 0.471 0.378 1.796
H -1.156 0.059 0.825
H 0.061 1.161 0.086
H -0.272 -1.520 -0.801

Properties
multiplicity	1
HOMO level (spin up / spin down)	-10.2 / -9.7	eV